No. 1
C26H21N6O2Pb as an isolated structure. Source: the OMol25 dataset; level of theory: ωB97M-V/def2-TZVPD.

```
56
C26H21N6O2Pb (ωB97M-V/def2-TZVPD)
Pb -0.04 0.72 -0.97
O -4.07 -0.77 1.35
C -3.02 -0.31 1.02
O -2.47 -0.42 -0.20
C -2.06 0.42 1.94
C -2.37 0.46 3.28
C -1.52 1.12 4.14
C -0.38 1.71 3.63
C -0.13 1.61 2.27
N -0.96 0.98 1.42
H -3.28 -0.03 3.62
H -1.73 1.17 5.20
H 0.33 2.23 4.26
H 0.76 2.03 1.84
N 1.75 0.10 0.15
C 2.75 -0.18 0.73
N 3.73 -0.59 1.35
C 4.92 -0.06 1.60
N 5.95 0.36 1.87
C 1.26 -3.70 -1.86
C 0.52 -3.67 -3.03
C -0.73 -3.07 -3.04
C -1.27 -2.48 -1.89
C -0.51 -2.55 -0.71
C 0.74 -3.15 -0.70
C -2.58 -1.81 -2.05
C -3.20 -0.92 -1.28
C -4.49 -0.27 -1.54
C -4.58 1.12 -1.60
C -5.80 1.74 -1.84
C -6.94 0.97 -2.01
C -6.86 -0.42 -1.95
C -5.64 -1.03 -1.71
H 2.24 -4.17 -1.84
H 0.91 -4.12 -3.93
H -1.31 -3.05 -3.96
H -0.92 -2.19 0.22
H 1.29 -3.20 0.23
H -3.10 -2.04 -2.98
H -3.69 1.73 -1.48
H -5.86 2.82 -1.89
H -7.90 1.44 -2.20
H -7.75 -1.02 -2.08
H -5.57 -2.11 -1.64
C 0.08 3.66 -3.24
C 0.98 3.78 -2.05
N 1.06 2.95 -1.03
C 2.01 3.47 -0.16
C 2.50 4.62 -0.68
N 1.84 4.80 -1.87
H 0.08 2.65 -3.63
H 0.41 4.32 -4.04
H -0.94 3.93 -2.98
H 2.31 2.97 0.74
H 3.25 5.31 -0.32
H 1.97 5.56 -2.51
```

Values from the calculation:
HOMO-LUMO gap = 7.763 eV
F_max = 0.6 eV/A
ΔE to the lowest compared entry with this formula, charge and spin = 0.0 kJ/mol
total charge = +1

Mulliken population analysis, charges in e, atoms 1 to 8: 1.46 -0.56 0.09 0.18 0.35 -0.70 -0.37 -0.92

=====

No. 2
C51H29LuN12O6S3 as an isolated structure. Source: the OMol25 dataset; level of theory: ωB97M-V/def2-TZVPD.

```
102
C51H29LuN12O6S3 (ωB97M-V/def2-TZVPD)
Lu 0.91 -0.54 0.05
C -2.35 -5.96 -1.44
C -1.92 -6.25 -0.12
C -1.39 -5.26 0.69
C -1.29 -3.96 0.18
C -0.83 -2.73 0.73
N -0.95 -1.73 -0.23
C -1.49 -2.28 -1.35
N -1.97 -1.64 -2.45
C -1.87 -0.36 -2.64
C -2.78 0.47 -3.40
C -3.80 0.13 -4.28
C -4.54 1.15 -4.85
C -4.29 2.49 -4.52
C -3.30 2.83 -3.62
C -2.51 1.82 -3.07
C -1.42 1.86 -2.15
N -1.16 2.86 -1.35
C -0.45 2.95 -0.26
N 0.47 1.98 0.32
C 0.94 2.57 1.70
N 0.79 1.89 2.91
C 0.57 0.61 3.01
N 0.12 -0.24 2.04
C 0.02 -1.52 2.59
N -0.40 -2.61 2.00
C 0.45 -1.48 3.97
C 0.63 -2.47 4.93
C 1.11 -2.09 6.18
C 1.40 -0.75 6.47
C 1.23 0.23 5.51
C 0.76 -0.14 4.26
C 0.35 3.96 1.69
C 0.52 4.97 2.61
C -0.10 6.19 2.39
C -0.89 6.38 1.27
C -1.07 5.37 0.34
C -0.43 4.14 0.54
N -0.98 0.51 -2.00
C -1.71 -3.68 -1.14
C -2.25 -4.68 -1.95
H -2.76 -6.76 -2.04
H -2.00 -7.26 0.25
H -1.07 -5.48 1.70
H -3.98 -0.91 -4.51
H -5.32 0.91 -5.57
H -4.90 3.26 -4.97
H -3.11 3.87 -3.36
H 0.41 -3.50 4.69
H 1.28 -2.85 6.94
H 1.77 -0.49 7.45
H 1.46 1.27 5.72
H 1.13 4.80 3.50
H 0.04 7.01 3.10
H -1.39 7.34 1.12
H -1.69 5.50 -0.54
H -2.58 -4.45 -2.96
O 2.98 -0.09 -0.36
S 3.59 -1.05 0.57
O 4.52 -0.47 1.51
O 2.53 -1.84 1.20
C 4.58 -2.01 -0.56
C 5.91 -2.25 -0.25
C 6.78 -2.75 -1.21
C 6.31 -3.01 -2.50
C 4.99 -2.80 -2.81
C 4.12 -2.30 -1.85
S 2.42 -2.14 -2.32
O 2.20 -3.06 -3.39
O 2.30 -0.66 -2.87
O 1.57 -2.29 -1.16
H 6.25 -1.99 0.74
H 7.82 -2.90 -0.97
H 7.00 -3.39 -3.25
H 4.58 -3.03 -3.79
N 4.82 6.22 -1.16
C 5.77 7.16 -0.83
C 6.44 8.12 -1.57
C 7.38 8.88 -0.89
C 7.63 8.69 0.47
C 6.95 7.73 1.20
C 6.00 6.95 0.54
N 5.22 5.92 1.01
C 4.53 5.50 -0.03
C 3.60 4.37 -0.04
C 3.24 3.79 1.11
C 2.41 2.56 1.11
N 1.84 2.22 -0.19
C 2.12 2.93 -1.32
C 3.06 3.89 -1.32
H 4.40 6.08 -2.06
H 6.25 8.27 -2.62
H 7.94 9.64 -1.42
H 8.38 9.30 0.96
H 7.14 7.57 2.26
H 3.56 4.20 2.06
H 2.96 1.72 1.55
H 1.57 2.64 -2.21
H 3.36 4.33 -2.26
S 0.44 -0.13 -4.64
C 0.96 -0.17 -3.08
N 0.39 0.19 -1.94
```

Values from the calculation:
HOMO-LUMO gap = 3.875 eV
F_max = 2.8 eV/A
ΔE to the lowest compared entry with this formula, charge and spin = 244.3 kJ/mol
total charge = -2

Mulliken population analysis, charges in e, atoms 1 to 8: 2.48 -0.63 -0.54 -0.38 0.39 -0.01 -0.35 -0.65

=====

No. 3
A 2-piece molecular cluster, H3N4O2 overall. Source: the OMol25 dataset; level of theory: ωB97M-V/def2-TZVPD.

```
9
H3N4O2 (ωB97M-V/def2-TZVPD)
N 1.75 0.35 0.12
N -0.34 1.16 -0.44
N -1.54 0.94 0.37
N 0.55 0.24 -0.24
O -0.08 -1.55 -0.27
O 2.63 -0.54 -0.01
H -2.42 1.27 -0.05
H -1.46 -0.04 0.61
H 0.90 -1.83 -0.08
```

Values from the calculation:
HOMO-LUMO gap (alpha / beta) = 7.568 / 7.570 eV
F_max = 2.8 eV/A
ΔE to the lowest compared entry with this formula, charge and spin = 178.5 kJ/mol
total charge = -1

Mulliken population analysis, charges in e, atoms 1 to 8: -0.06 -0.59 -0.43 0.67 -0.84 -0.59 0.23 0.30

=====

No. 4
An isolated molecule of C4H8O5. Source: the OMol25 dataset; level of theory: ωB97M-V/def2-TZVPD.

```
17
C4H8O5 (ωB97M-V/def2-TZVPD)
C 1.68 -0.23 0.13
C -1.09 0.29 0.40
C -0.58 -0.12 -0.99
C 0.75 -0.87 -0.89
O -0.22 1.29 0.83
O 2.44 0.77 -0.32
O 1.74 -0.56 1.29
O -2.39 0.79 0.29
O -1.15 -0.79 1.28
H 2.13 1.11 -1.17
H -0.21 1.38 1.83
H -2.82 0.65 1.14
H -0.26 -1.00 1.62
H -0.47 0.81 -1.56
H -1.34 -0.73 -1.47
H 0.56 -1.89 -0.55
H 1.22 -0.92 -1.87
```

Values from the calculation:
HOMO-LUMO gap = 11.143 eV
F_max = 2.0 eV/A
ΔE to the lowest compared entry with this formula, charge and spin = 0.0 kJ/mol
SMILES = O=C(O)CCC(O)(O)O

Mulliken population analysis, charges in e, atoms 1 to 8: 0.76 0.62 -0.54 -0.85 -0.49 -0.47 -0.62 -0.54

=====

No. 5
An isolated ion of composition C6H14N4O and charge +2. Source: the OMol25 dataset; level of theory: ωB97M-V/def2-TZVPD.

```
25
C6H14N4O (ωB97M-V/def2-TZVPD)
C -0.95 1.12 0.08
C 2.03 0.07 0.03
C 0.27 1.93 0.50
C 1.57 1.50 -0.24
C -2.07 -1.95 0.46
C -1.36 -1.30 -0.75
N -0.73 -0.09 -0.33
N 1.18 -0.81 0.55
N -2.15 1.65 0.00
N 3.28 -0.21 -0.18
O 1.26 -2.05 0.11
H 0.01 2.99 0.35
H 0.49 1.98 1.53
H 2.15 2.39 0.04
H 1.34 1.36 -1.39
H -2.88 -2.56 0.22
H -1.28 -2.36 1.08
H -2.72 -1.27 0.98
H -0.61 -1.83 -1.32
H -2.14 -1.08 -1.49
H -2.29 2.67 0.23
H -2.87 1.12 -0.46
H 3.98 0.46 -0.43
H 3.80 -1.07 -0.10
H 0.71 -2.66 0.54
```

Values from the calculation:
HOMO-LUMO gap (alpha / beta) = 7.904 / 7.874 eV
F_max = 4.2 eV/A
ΔE to the lowest compared entry with this formula, charge and spin = 410.3 kJ/mol
total charge = +2

Mulliken population analysis, charges in e, atoms 1 to 8: 0.82 0.53 -1.10 -0.54 -0.85 -0.89 -0.03 -0.10

=====

No. 6
A 11-piece molecular cluster, C30H87N9O11 overall. Source: the OMol25 dataset; level of theory: ωB97M-V/def2-TZVPD.

```
137
C30H87N9O11 (ωB97M-V/def2-TZVPD)
C -5.35 -7.04 -0.99
C -5.68 -5.79 -0.10
O -5.14 -6.13 1.15
H -5.68 -6.76 -1.99
H -5.99 -7.86 -0.68
H -4.29 -7.28 -0.98
H -6.73 -5.58 0.13
H -5.19 -4.90 -0.49
H -5.74 -6.84 1.38
C 0.13 -7.68 -1.64
C -0.03 -9.12 -1.24
O 1.17 -9.83 -1.19
H -0.67 -7.07 -1.23
H 0.31 -7.68 -2.72
H 1.06 -7.28 -1.23
H -0.75 -9.67 -1.84
H -0.52 -9.28 -0.28
H 1.01 -10.77 -1.16
C -0.23 -1.72 -0.58
C 0.53 -0.34 -0.49
O 1.59 -0.37 -1.39
H -1.29 -1.65 -0.32
H 0.27 -2.43 0.09
H -0.38 -2.12 -1.58
H 0.95 -0.04 0.47
H -0.20 0.43 -0.73
H 2.29 -0.86 -0.95
C 1.90 -2.39 -7.15
C 0.69 -1.51 -7.19
O 0.23 -1.48 -5.83
H 1.67 -3.24 -6.50
H 2.70 -1.86 -6.64
H 2.03 -2.60 -8.21
H -0.13 -1.88 -7.80
H 1.04 -0.60 -7.69
H 0.89 -1.17 -5.21
C 0.99 3.67 3.85
O 1.14 4.48 2.96
N 1.95 2.98 4.28
N -0.16 3.29 4.44
H 2.87 3.26 3.99
H 1.85 2.38 5.09
H -1.03 3.76 4.25
H -0.15 2.48 5.04
C 4.25 -6.65 4.04
O 5.40 -6.70 4.01
N 3.46 -6.35 3.03
N 3.47 -7.19 4.94
H 3.70 -5.84 2.19
H 2.47 -6.36 3.22
H 2.49 -7.02 5.11
H 3.97 -7.71 5.65
C -7.04 6.26 3.38
C -7.05 4.68 3.52
C -6.35 4.15 2.24
O -6.50 2.65 2.36
C -6.12 1.93 1.14
N -6.16 4.30 4.68
H -7.30 6.83 4.28
H -7.63 6.67 2.56
H -6.06 6.70 3.18
H -8.04 4.23 3.64
H -5.32 4.49 2.26
H -6.83 4.49 1.32
H -6.64 2.30 0.26
H -6.57 0.95 1.28
H -5.03 1.87 1.02
H -6.28 3.30 4.74
H -6.41 4.72 5.57
C 5.33 6.70 -1.24
C 4.88 5.36 -1.99
C 5.85 4.89 -3.07
O 5.61 5.48 -4.34
C 6.47 5.19 -5.48
N 4.68 4.29 -0.96
H 6.24 6.38 -0.73
H 4.57 6.99 -0.52
H 5.57 7.55 -1.89
H 3.84 5.49 -2.29
H 5.76 3.81 -3.22
H 6.83 5.04 -2.62
H 6.27 4.20 -5.90
H 7.50 5.23 -5.10
H 6.33 5.93 -6.27
H 4.10 3.57 -1.37
H 4.02 4.72 -0.32
C -3.23 4.33 -3.68
C -4.43 4.92 -4.52
C -4.38 6.50 -4.48
O -4.29 7.15 -3.22
C -4.34 8.53 -3.26
N -4.05 4.40 -5.77
H -2.27 4.76 -3.97
H -3.09 3.25 -3.71
H -3.40 4.61 -2.64
H -5.37 4.53 -4.14
H -5.08 7.03 -5.13
H -3.42 6.83 -4.89
H -5.36 8.80 -3.54
H -3.69 9.12 -3.91
H -4.33 9.13 -2.34
H -4.60 4.79 -6.53
H -4.05 3.39 -5.80
C -2.61 -1.59 5.38
C -1.17 -1.92 5.05
C -0.36 -1.67 6.38
O -0.47 -0.24 6.63
C -0.11 0.13 7.95
N -1.24 -3.33 4.68
H -3.24 -2.10 6.12
H -3.17 -1.62 4.45
H -2.83 -0.59 5.76
H -0.93 -1.16 4.30
H 0.66 -1.97 6.15
H -0.69 -2.39 7.13
H 0.97 0.17 8.11
H -0.67 -0.55 8.60
H -0.55 1.10 8.16
H -2.18 -3.62 4.44
H -1.02 -3.86 5.51
C 7.32 -2.97 -2.88
C 6.42 -3.41 -1.70
C 6.20 -2.30 -0.66
O 5.17 -2.71 0.26
C 5.13 -2.19 1.57
N 5.30 -3.88 -2.39
H 7.24 -1.88 -2.93
H 7.03 -3.22 -3.90
H 8.40 -3.07 -2.75
H 6.75 -4.27 -1.11
H 6.06 -1.33 -1.12
H 7.13 -2.27 -0.10
H 6.04 -2.33 2.16
H 4.37 -2.80 2.06
H 4.90 -1.12 1.56
H 5.40 -4.75 -2.90
H 4.46 -3.81 -1.83
```

Values from the calculation:
HOMO-LUMO gap = 8.634 eV
F_max = 8.2 eV/A
ΔE to the lowest compared entry with this formula, charge and spin = 131.8 kJ/mol
SMILES = COC[C@H](C)N.COC[C@H](C)N.COC[C@H](C)N.COC[C@H](C)N.COC[C@H](C)N.NC(N)=O.NC(N)=O.CCO.CCO.CCO.CCO

Mulliken population analysis, charges in e, atoms 1 to 8: -0.87 -0.34 -0.51 0.30 0.34 0.21 0.27 0.28

=====

No. 7
A 2-piece molecular cluster, C13H25F2N5O7S2 overall. Source: the OMol25 dataset; level of theory: ωB97M-V/def2-TZVPD.

```
54
C13H25F2N5O7S2 (ωB97M-V/def2-TZVPD)
C 0.97 0.30 1.34
C 0.33 -0.80 1.68
C -0.19 -2.14 2.44
C -1.64 -1.70 3.08
N -2.67 -1.45 1.99
C -2.60 -2.60 1.06
N -3.69 -3.41 0.99
N -1.33 -2.84 0.31
C -1.64 -3.86 -0.75
O -0.60 -4.04 -1.73
C -0.56 -2.97 -2.70
C 0.67 -1.92 -2.43
O 0.56 -0.72 -3.27
C 0.50 0.42 -2.34
C -1.04 0.46 -1.79
O -1.61 1.76 -2.07
C -1.36 2.70 -0.99
C -0.06 3.59 -1.34
C -0.38 -3.36 1.37
N 0.95 -3.79 0.86
H 1.34 1.36 1.06
H 0.56 -2.50 3.23
H -2.00 -2.42 3.89
H -1.48 -0.66 3.58
H -2.44 -0.55 1.51
H -3.60 -4.41 1.28
H -4.61 -3.15 0.59
H -2.59 -3.51 -1.35
H -1.93 -4.90 -0.31
H -0.31 -3.46 -3.73
H -1.55 -2.41 -2.85
H 1.65 -2.44 -2.77
H 0.65 -1.68 -1.30
H 0.72 1.39 -2.92
H 1.29 0.36 -1.50
H -1.10 0.14 -0.68
H -1.65 -0.31 -2.41
H -1.20 2.21 0.04
H -2.28 3.39 -0.89
H 0.86 2.95 -1.05
H 0.00 3.87 -2.46
H -0.07 4.58 -0.72
H -0.88 -4.29 1.86
H 1.57 -3.00 0.65
H 1.39 -4.49 1.49
N 4.51 5.26 1.36
S 4.14 6.73 0.93
O 3.24 7.46 1.79
O 4.04 7.00 -0.48
F 5.53 7.45 1.28
S 3.29 4.28 1.21
O 3.48 3.01 1.90
O 2.66 4.18 -0.08
F 2.15 4.95 2.11
```

Values from the calculation:
HOMO-LUMO gap = 4.357 eV
F_max = 6.3 eV/A

Mulliken population analysis, charges in e, atoms 1 to 8: -0.16 -0.51 0.16 -0.79 -0.31 -0.23 -0.18 0.71

=====

No. 8
An isolated molecule of C9H9N3S. Source: the OMol25 dataset; level of theory: ωB97M-V/def2-TZVPD.

```
22
C9H9N3S (ωB97M-V/def2-TZVPD)
C -2.01 -1.22 2.31
C -1.56 -0.30 3.26
C -1.58 -1.14 1.03
C -0.79 0.75 2.89
C -0.66 -0.09 0.61
C -0.33 0.86 1.56
C 2.08 0.82 -1.40
C 1.39 1.41 -0.46
C 1.03 0.31 -3.44
N 0.47 -0.97 -1.39
N -0.24 -0.11 -0.67
N 1.38 -0.26 -2.16
S 0.99 2.06 1.02
H -2.66 -1.93 2.73
H -1.85 -0.55 4.20
H -1.93 -1.99 0.44
H -0.40 1.45 3.51
H 2.92 1.35 -1.82
H 0.39 -0.52 -3.82
H 0.42 1.18 -3.29
H 2.00 0.54 -4.11
H 0.98 -1.67 -1.00
```

Values from the calculation:
HOMO-LUMO gap (alpha / beta) = 7.101 / 7.169 eV
F_max = 4.5 eV/A
ΔE to the lowest compared entry with this formula, charge and spin = 698.4 kJ/mol

Mulliken population analysis, charges in e, atoms 1 to 8: -0.56 -0.54 -0.42 -0.71 0.21 0.54 -0.54 0.48

=====

No. 9
A 2-piece molecular cluster, FHNP overall. Source: the OMol25 dataset; level of theory: ωB97M-V/def2-TZVPD.

```
4
FHNP (ωB97M-V/def2-TZVPD)
N 0.15 0.75 0.07
F 2.20 0.06 -0.11
P -0.53 -0.55 -0.13
H -1.82 -0.26 0.17
```

Values from the calculation:
HOMO-LUMO gap (alpha / beta) = 9.161 / 8.201 eV
multiplicity = 3
F_max = 3.5 eV/A
⟨S²⟩ = 2.020
ΔE to the lowest compared entry with this formula, charge and spin = 106.3 kJ/mol

List of Mulliken charges in e, atom by atom: -0.18 -0.17 0.26 0.10

=====

No. 10
A 2-piece molecular cluster, C4H11O overall. Source: the OMol25 dataset; level of theory: ωB97M-V/def2-TZVPD.

```
16
C4H11O (ωB97M-V/def2-TZVPD)
C -2.32 1.60 1.25
O -1.49 1.02 2.13
H -2.61 2.73 1.59
H -3.35 1.18 1.09
H -1.99 1.54 0.16
C 1.90 0.14 -0.96
C 0.73 -0.82 -1.07
C 0.42 -1.46 0.27
H 2.81 -0.47 -0.84
H 2.12 0.58 -1.87
H 1.81 0.92 -0.16
H -0.07 -0.35 -1.58
H 0.93 -1.58 -1.80
H -0.11 -2.41 0.19
H -0.14 -0.78 0.89
H 1.37 -1.85 0.72
```

Values from the calculation:
HOMO-LUMO gap = 5.894 eV
F_max = 2.2 eV/A
ΔE to the lowest compared entry with this formula, charge and spin = 74.6 kJ/mol
total charge = -1

Mulliken population analysis, charges in e, atoms 1 to 8: -0.46 -0.83 0.14 0.13 0.04 -1.17 -0.30 -1.00

=====

No. 11
A 2-piece molecular cluster, CH4NOS2 overall. Source: the OMol25 dataset; level of theory: ωB97M-V/def2-TZVPD.

```
9
CH4NOS2 (ωB97M-V/def2-TZVPD)
C -0.56 0.77 -1.19
N 0.30 -0.54 1.22
O -1.13 0.96 -0.12
S 0.55 -0.43 -1.93
S -0.21 1.42 -2.70
H 0.72 -1.35 1.61
H -0.70 -0.52 1.23
H 0.45 0.37 1.74
H 0.59 -0.68 0.15
```

Values from the calculation:
HOMO-LUMO gap = 8.195 eV
F_max = 3.4 eV/A
ΔE to the lowest compared entry with this formula, charge and spin = 99.4 kJ/mol
total charge = +1

Mulliken population analysis, charges in e, atoms 1 to 8: 0.74 -0.39 -0.53 -0.17 0.04 0.37 0.43 0.38

=====

No. 12
An isolated molecule of CBrF3O. Source: the OMol25 dataset; level of theory: ωB97M-V/def2-TZVPD.

```
6
CBrF3O (ωB97M-V/def2-TZVPD)
C 0.03 -0.15 -0.36
O 0.32 1.19 -1.12
F -0.86 -0.06 0.57
F -0.42 -1.06 -1.19
F 1.18 -0.41 0.16
Br 1.04 2.33 0.06
```

Values from the calculation:
HOMO-LUMO gap = 10.106 eV
F_max = 4.0 eV/A
ΔE to the lowest compared entry with this formula, charge and spin = 0.0 kJ/mol
SMILES = FC(F)(F)OBr

List of Mulliken charges in e, atom by atom: 0.87 -0.35 -0.20 -0.19 -0.21 0.08